DFT (ωB97M-V with the def2-TZVPD basis set) results for a structure of composition C4H8O3Sm in a non-equilibrium geometry.

Results
Spin multiplicity ... 8
E ... -28312.8218 eV
Gap between HOMO and LUMO (spin up / spin down) ... 0.259 / 0.230 Ha
Energy above the lowest of the compared OMol25 structures with the same formula, charge and spin ... 230.4 kJ/mol
Expectation value of S² ... 15.767
E_HOMO (spin up / spin down) ... -11.8 / -11.8 eV
Charge ... +1

Last column: Löwdin spin population.
CARTESIAN COORDINATES (ANGSTROEM)
C: -2.39 0.45 0.21  0.000
C: -1.61 1.01 -0.96  0.000
O: -0.47 1.65 -0.41  0.005
H: -3.40 0.17 -0.11  0.000
H: -1.87 -0.43 0.61  0.000
H: -2.40 1.19 1.02  0.000
H: -2.19 1.76 -1.53  0.000
H: -1.35 0.22 -1.68  0.000
O: 2.99 -0.02 0.12  0.181
Sm: 2.35 1.96 -1.03  6.048
O: 0.50 0.64 -0.12  0.004
C: 2.11 -0.72 0.75  0.143
C: 2.00 -2.14 0.52  0.567
H: 1.36 -2.77 1.13  0.027
H: 1.80 -0.38 1.76  0.001
H: 2.59 -2.60 -0.28  0.025

***

DFT (ωB97M-V with the def2-TZVPD basis set) results for an isolated molecule of C3H5N3O in a non-equilibrium geometry.

Results
Structure (SMILES) ... COc1c[nH]nn1
E ... -9707.4190 eV
Gap between HOMO and LUMO ... 0.361 Ha
Energy above the lowest of the compared OMol25 structures with the same formula, charge and spin ... 305.4 kJ/mol
E_HOMO ... -9.0 eV
Charge ... 0

Last column: natural (NBO) charge in e.
CARTESIAN COORDINATES (ANGSTROEM)
C: -2.12 -0.40 0.04  -0.233
O: -1.23 0.64 -0.08  -0.488
C: 0.10 0.28 -0.15  0.361
C: 1.22 1.04 -0.07  -0.163
N: 2.22 0.12 0.01  -0.329
N: 1.74 -1.13 -0.08  -0.056
N: 0.42 -1.06 -0.05  -0.289
H: -2.99 0.09 0.04  0.181
H: -2.06 -0.92 -0.92  0.179
H: -2.09 -0.95 0.92  0.180
H: 1.52 2.01 0.18  0.229
H: 3.27 0.28 0.16  0.428

***

DFT (ωB97M-V with the def2-TZVPD basis set) results for a structure of composition C4H15EuN2O in a non-equilibrium geometry.

Results
Spin multiplicity ... 8
E ... -28737.9247 eV
Gap between HOMO and LUMO (spin up / spin down) ... 0.088 / 0.268 Ha
Expectation value of S² ... 15.851
E_HOMO (spin up / spin down) ... 0.6 / -4.2 eV
Charge ... -1

Last column: natural (NBO) charge in e.
CARTESIAN COORDINATES (ANGSTROEM)
C: 2.31 0.92 -0.28  -0.936
Eu: 0.08 0.31 -0.05  0.417
N: -1.10 2.29 -0.70  -1.266
H: 1.01 -1.27 0.51  -0.646
H: 1.86 -0.19 -0.62  0.205
H: 3.39 0.75 -0.28  0.246
H: 2.04 1.16 0.78  0.208
H: 2.05 1.72 -1.00  0.217
H: -1.82 2.45 0.01  0.382
H: -1.55 2.13 -1.61  0.382
H: -0.50 3.12 -0.77  0.370
C: -4.16 -2.37 -0.22  -0.592
N: -3.03 -2.76 0.63  -0.406
C: -3.20 -3.88 1.55  -0.656
C: -1.89 -2.10 0.56  0.479
O: -1.71 -1.15 -0.27  -0.772
H: -4.95 -3.09 -0.01  0.196
H: -3.89 -2.41 -1.28  0.208
H: -4.50 -1.36 0.01  0.201
H: -2.42 -4.64 1.35  0.197
H: -3.09 -3.53 2.59  0.184
H: -4.20 -4.29 1.37  0.205
H: -1.07 -2.40 1.24  0.176

***

DFT (ωB97M-V with the def2-TZVPD basis set) results for a cluster of 10 separate species, C39H101N3O13 in total in a non-equilibrium geometry.

Results
Structure (SMILES) ... COCCNCCOC.COCCNCCOC.COCCNCCOC.CC(C)O.CC(C)O.CC(C)O.CC(C)O.CC(C)O.CC(C)O.CC(C)O
E ... -73158.8485 eV
Gap between HOMO and LUMO ... 0.349 Ha
Energy above the lowest of the compared OMol25 structures with the same formula, charge and spin ... 420.5 kJ/mol
E_HOMO ... -9.1 eV
Charge ... 0

Last column: Löwdin charge in e.
CARTESIAN COORDINATES (ANGSTROEM)
C: -3.20 2.74 5.56  -0.149
O: -3.70 1.69 6.29  -0.209
C: -2.95 0.40 6.20  -0.133
C: -1.66 0.57 7.02  -0.183
N: -0.51 0.33 6.12  -0.067
C: -0.26 -1.07 5.85  -0.230
C: 1.09 -1.32 5.19  -0.195
O: 2.20 -1.01 6.07  -0.204
C: 2.70 -2.04 6.92  -0.092
H: -3.92 3.52 5.34  0.096
H: -2.71 2.33 4.68  0.073
H: -2.33 3.16 6.08  0.069
H: -2.84 0.18 5.13  0.097
H: -3.59 -0.43 6.50  0.114
H: -1.68 -0.20 7.80  0.103
H: -1.44 1.50 7.54  0.122
H: 0.18 0.76 6.71  0.102
H: -1.05 -1.58 5.29  0.124
H: -0.24 -1.57 6.81  0.105
H: 1.09 -0.79 4.24  0.109
H: 1.13 -2.37 4.93  0.113
H: 3.59 -1.69 7.44  0.087
H: 2.89 -3.00 6.44  0.085
H: 1.90 -2.09 7.66  0.078
C: 8.25 -8.59 2.22  -0.125
O: 7.58 -8.29 1.02  -0.225
C: 6.23 -8.91 0.89  -0.160
C: 5.60 -8.22 -0.30  -0.255
N: 4.98 -7.02 0.12  -0.065
C: 4.67 -6.28 -1.09  -0.212
C: 3.89 -5.01 -0.65  -0.266
O: 4.73 -4.13 -0.01  -0.187
C: 4.11 -3.28 0.96  -0.074
H: 9.05 -7.85 2.23  0.091
H: 8.63 -9.58 1.97  0.082
H: 7.62 -8.69 3.10  0.084
H: 5.61 -8.93 1.79  0.123
H: 6.48 -9.93 0.60  0.114
H: 4.73 -8.78 -0.64  0.126
H: 6.34 -8.01 -1.07  0.125
H: 5.66 -6.45 0.61  0.115
H: 4.07 -6.88 -1.77  0.118
H: 5.48 -5.98 -1.76  0.118
H: 3.11 -5.45 -0.03  0.113
H: 3.35 -4.42 -1.39  0.116
H: 4.88 -2.60 1.33  0.085
H: 3.79 -3.82 1.85  0.087
H: 3.32 -2.68 0.51  0.071
C: -1.51 0.53 -5.77  -0.057
O: -0.72 0.74 -4.55  -0.222
C: 0.50 0.06 -4.46  -0.206
C: 1.13 0.64 -3.14  -0.136
N: 0.40 0.27 -1.87  -0.035
C: 1.30 0.15 -0.73  -0.180
C: 0.38 0.15 0.53  -0.176
O: -0.18 1.46 0.72  -0.202
C: -1.12 1.59 1.77  -0.095
H: -1.22 -0.42 -6.20  0.086
H: -1.19 1.17 -6.59  0.072
H: -2.56 0.79 -5.59  0.074
H: 1.13 0.35 -5.30  0.120
H: 0.44 -1.03 -4.37  0.097
H: 1.24 1.72 -3.26  0.102
H: 2.14 0.25 -3.09  0.113
H: -0.24 0.96 -1.52  0.075
H: 2.00 0.98 -0.59  0.099
H: 1.96 -0.72 -0.71  0.104
H: 0.92 -0.07 1.45  0.112
H: -0.41 -0.60 0.49  0.114
H: -0.70 1.66 2.78  0.066
H: -1.95 0.89 1.86  0.060
H: -1.58 2.57 1.68  0.089
C: -6.60 0.19 -8.28  -0.047
C: -5.15 0.20 -8.74  -0.526
C: -4.52 1.52 -8.47  -0.069
O: -4.55 -0.80 -7.95  -0.059
H: -6.93 0.84 -9.10  0.071
H: -6.68 0.79 -7.37  0.084
H: -7.18 -0.71 -8.49  0.085
H: -4.94 0.07 -9.80  0.137
H: -4.90 2.11 -9.31  0.088
H: -3.45 1.55 -8.27  0.080
H: -4.88 2.05 -7.59  0.072
H: -4.47 -1.65 -8.39  0.089
C: 0.69 4.17 4.56  -0.033
C: 1.77 5.21 4.19  -0.510
C: 3.21 4.99 4.72  -0.048
O: 1.89 5.39 2.84  -0.050
H: 0.72 3.28 3.93  0.068
H: -0.32 4.58 4.60  0.072
H: 0.91 3.85 5.58  0.071
H: 1.55 6.20 4.58  0.123
H: 3.87 5.64 4.14  0.076
H: 3.63 3.99 4.61  0.071
H: 3.24 5.26 5.78  0.073
H: 1.07 5.14 2.41  0.083
C: -6.92 0.24 1.31  -0.054
C: -5.63 0.73 1.93  -0.509
C: -4.43 -0.31 1.81  -0.029
O: -5.32 1.96 1.42  -0.054
H: -7.49 1.13 1.04  0.082
H: -7.38 -0.23 2.17  0.079
H: -6.83 -0.30 0.37  0.077
H: -5.79 0.98 2.97  0.132
H: -3.99 -0.32 0.81  0.072
H: -4.80 -1.28 2.13  0.071
H: -3.67 -0.17 2.59  0.040
H: -5.02 1.92 0.51  0.060
C: -1.17 -4.00 -0.74  -0.059
C: -0.66 -3.07 -1.83  -0.464
C: -0.34 -3.67 -3.23  -0.033
O: -1.50 -1.90 -1.94  -0.090
H: -2.19 -4.38 -0.86  0.076
H: -1.09 -3.38 0.15  0.072
H: -0.64 -4.95 -0.68  0.072
H: 0.21 -2.67 -1.32  0.110
H: 0.48 -3.12 -3.69  0.052
H: -1.18 -3.81 -3.91  0.081
H: 0.12 -4.63 -3.00  0.064
H: -0.93 -1.13 -2.00  0.013
C: -3.09 1.37 -2.41  -0.046
C: -4.42 2.14 -2.43  -0.545
C: -4.89 2.24 -3.78  -0.070
O: -5.23 1.37 -1.64  -0.048
H: -2.33 1.92 -2.96  0.070
H: -3.08 0.33 -2.73  0.091
H: -2.68 1.39 -1.40  0.074
H: -4.40 3.10 -1.91  0.147
H: -5.75 2.88 -3.95  0.089
H: -5.02 1.23 -4.16  0.099
H: -4.14 2.79 -4.35  0.088
H: -5.04 0.45 -1.81  0.096
C: -1.39 5.18 -1.36  -0.078
C: -0.06 4.92 -1.89  -0.459
C: 0.99 5.89 -1.23  -0.033
O: 0.32 3.59 -1.51  -0.068
H: -2.12 4.52 -1.82  0.074
H: -1.75 6.12 -1.76  0.093
H: -1.36 5.13 -0.27  0.096
H: -0.10 5.03 -2.97  0.138
H: 0.98 6.09 -0.16  0.069
H: 0.93 6.88 -1.67  0.073
H: 2.01 5.54 -1.39  0.059
H: -0.43 3.16 -1.09  0.047
C: 3.74 3.37 0.39  -0.059
C: 4.67 2.70 -0.50  -0.601
C: 4.42 3.12 -1.96  -0.030
O: 5.95 2.95 -0.22  -0.018
H: 2.74 3.10 0.06  0.068
H: 3.81 4.44 0.20  0.089
H: 3.94 3.20 1.45  0.087
H: 4.65 1.62 -0.34  0.134
H: 3.37 3.01 -2.24  0.062
H: 5.03 2.69 -2.75  0.076
H: 4.67 4.18 -2.06  0.081
H: 6.19 2.52 0.60  0.103

***

DFT (ωB97M-V with the def2-TZVPD basis set) results for a structure of composition C5H8O.

Results
E ... -7358.9975 eV
Gap between HOMO and LUMO ... 0.370 Ha
Energy above the lowest of the compared OMol25 structures with the same formula, charge and spin ... 314.3 kJ/mol
E_HOMO ... -8.9 eV
Charge ... 0

Last column: natural (NBO) charge in e.
CARTESIAN COORDINATES (ANGSTROEM)
C: -1.78 -1.73 -1.06  -0.395
C: -1.79 -0.56 -0.43  -0.387
C: 1.12 1.92 0.65  0.136
C: 1.00 0.77 1.33  -0.364
C: 1.65 0.12 0.14  -0.085
O: 1.72 1.44 -0.49  -0.502
H: -1.67 -1.79 -2.14  0.195
H: -1.89 -2.67 -0.53  0.193
H: -1.90 -0.49 0.65  0.195
H: -1.67 0.38 -0.96  0.198
H: 0.62 0.44 2.28  0.224
H: 0.89 2.98 0.76  0.196
H: 2.66 -0.28 0.28  0.192
H: 1.04 -0.55 -0.47  0.204

***

DFT (ωB97M-V with the def2-TZVPD basis set) results for a cluster of 8 separate species, C20H49Br6Cl4N3O3 in total in a non-equilibrium geometry.

Results
Structure (SMILES) ... COC[C@H](C)N.COC[C@H](C)N.COC[C@H](C)N.BrCCBr.BrCCBr.BrCCBr.ClCCl.ClCCl
E ... -502490.8773 eV
Gap between HOMO and LUMO ... 0.342 Ha
Energy above the lowest of the compared OMol25 structures with the same formula, charge and spin ... 0.0 kJ/mol
E_HOMO ... -9.0 eV
Charge ... 0

Last column: Löwdin charge in e.
CARTESIAN COORDINATES (ANGSTROEM)
C: -0.55 -4.74 -0.91  -0.152
O: 0.43 -5.41 -0.17  -0.193
C: 1.58 -5.76 -0.91  -0.211
C: 2.72 -6.16 0.04  -0.454
C: 4.03 -6.30 -0.70  -0.079
N: 2.40 -7.34 0.81  0.039
H: -0.15 -3.84 -1.39  0.037
H: -1.43 -4.55 -0.31  0.083
H: -0.89 -5.34 -1.77  0.087
H: 1.34 -6.52 -1.65  0.130
H: 1.89 -4.84 -1.44  0.123
H: 2.90 -5.30 0.69  0.140
H: 3.99 -6.98 -1.56  0.078
H: 4.78 -6.71 -0.01  0.077
H: 4.41 -5.37 -1.11  0.076
H: 2.21 -8.18 0.28  0.076
H: 1.51 -7.16 1.27  0.071
C: -2.10 -2.13 -4.08  -0.161
O: -2.34 -2.26 -5.47  -0.195
C: -2.43 -0.98 -6.09  -0.215
C: -2.30 -1.10 -7.59  -0.437
C: -2.60 0.21 -8.31  -0.072
N: -3.24 -2.11 -8.12  0.035
H: -1.98 -3.13 -3.65  0.080
H: -2.98 -1.65 -3.66  0.082
H: -1.18 -1.60 -3.84  0.049
H: -3.43 -0.58 -5.88  0.136
H: -1.69 -0.32 -5.64  0.124
H: -1.29 -1.47 -7.81  0.135
H: -3.66 0.44 -8.39  0.076
H: -2.19 0.15 -9.31  0.072
H: -2.16 1.09 -7.83  0.074
H: -3.40 -2.87 -7.46  0.063
H: -2.90 -2.48 -9.00  0.069
C: 2.01 2.81 5.31  -0.103
O: 2.74 2.98 4.11  -0.187
C: 3.63 1.92 3.86  -0.226
C: 3.02 0.60 3.34  -0.441
C: 4.07 -0.44 3.02  -0.056
N: 2.15 0.88 2.18  0.050
H: 2.71 2.64 6.14  0.095
H: 1.23 2.04 5.26  0.055
H: 1.51 3.75 5.55  0.087
H: 4.26 2.28 3.03  0.129
H: 4.28 1.71 4.71  0.128
H: 2.41 0.35 4.22  0.121
H: 3.68 -1.16 2.32  0.078
H: 4.39 -0.89 3.96  0.081
H: 4.96 0.01 2.56  0.080
H: 2.73 1.19 1.41  0.081
H: 1.58 1.67 2.49  -0.020
Br: -4.34 4.51 5.38  0.573
C: -4.96 4.33 3.51  -0.648
C: -3.80 3.96 2.61  -0.713
Br: -4.43 3.29 0.87  0.640
H: -5.52 5.22 3.20  0.063
H: -5.67 3.51 3.59  0.041
H: -3.20 3.18 3.06  -0.034
H: -3.23 4.85 2.37  0.028
Br: 0.02 2.35 -2.48  0.664
C: 1.44 3.67 -2.10  -0.662
C: 1.27 4.26 -0.72  -0.753
Br: 2.64 5.59 -0.38  0.618
H: 1.45 4.41 -2.90  0.054
H: 2.39 3.14 -2.17  0.052
H: 1.43 3.51 0.04  0.000
H: 0.29 4.73 -0.61  0.012
Br: -1.33 -1.19 -0.94  0.741
C: -0.50 0.07 0.29  -0.700
C: -1.53 1.16 0.56  -0.675
Br: -0.75 2.56 1.73  0.714
H: 0.41 0.51 -0.12  0.016
H: -0.28 -0.48 1.20  0.006
H: -2.36 0.75 1.14  0.029
H: -2.01 1.59 -0.31  0.008
Cl: -1.57 6.75 4.14  0.522
C: -0.29 5.87 3.32  -0.987
Cl: -0.24 6.36 1.59  0.498
H: 0.70 6.07 3.72  0.033
H: -0.59 4.83 3.36  -0.040
Cl: -1.62 -1.13 3.63  0.567
C: -1.15 -0.13 5.00  -0.992
Cl: -1.78 1.53 4.98  0.503
H: -1.48 -0.60 5.92  0.028
H: -0.06 -0.09 5.04  0.006